{
  "formula": "C6H13N",
  "method": "ωB97M-V with the def2-TZVPD basis set",
  "charge": 0,
  "homo_lumo_gap_ev": 10.05,
  "max_force_ha_per_bohr": 0.0346,
  "relative_energy_kcal_mol": 22.53,
  "smiles": "C=C(CC)CCN",
  "homo_ev": -9.02,
  "lumo_ev": 1.030,
  "elements": ["C", "C", "C", "C", "C", "C", "N", "H", "H", "H", "H", "H", "H", "H", "H", "H", "H", "H", "H", "H"],
  "positions_angstrom": [[-1.491, 0.380, -1.326], [-0.587, 0.046, -0.413], [-0.117, -1.335, -0.120], [-1.270, -2.191, 0.488], [-0.016, 1.192, 0.449], [1.337, 1.614, -0.168], [2.518, 1.172, 0.573], [-1.976, 1.345, -1.398], [-1.886, -0.293, -2.083], [0.666, -1.280, 0.633], [0.221, -1.805, -1.047], [-0.979, -3.240, 0.568], [-1.549, -1.920, 1.499], [-2.100, -1.999, -0.184], [0.168, 0.948, 1.494], [-0.818, 1.929, 0.470], [1.454, 2.691, -0.344], [1.422, 1.242, -1.191], [2.598, 0.168, 0.534], [2.405, 1.337, 1.567]],
  "forces_ev_per_a": [[-0.52, -0.42, -0.60], [-0.27, 1.41, 1.06], [-0.41, -0.56, 0.44], [0.63, 0.25, -0.57], [-0.50, -0.51, -0.78], [0.35, 0.61, -0.19], [0.02, -0.17, 0.19], [0.47, 0.31, 0.19], [0.16, -0.38, 0.26], [0.46, -0.15, -0.31], [0.21, -0.17, 0.22], [-0.16, -0.02, -0.42], [-0.02, 0.54, 0.13], [-0.40, -0.61, 0.18], [-0.07, -0.44, 0.07], [0.42, 0.55, -0.18], [-0.38, 0.02, 0.51], [-0.05, -0.33, 0.10], [0.08, -0.32, -0.31], [-0.02, 0.41, 0.00]],
  "nbo_charge": [-0.44, 0.05, -0.45, -0.59, -0.46, -0.23, -0.82, 0.20, 0.19, 0.20, 0.22, 0.21, 0.20, 0.21, 0.20, 0.22, 0.20, 0.20, 0.34, 0.34]
}